C6H10O | wB97M-V/def2-TZVPD

Results
**Kohn-Sham gap**: 9.148 eV
**Energy above the lowest of the compared OMol25 structures with the same formula, charge and spin**: 349.92 kJ/mol
**E_tot**: -309.7091 hartree

Structure (ORCA input):
```
! wB97M-V def2-TZVPD RIJCOSX def2/J DEFGRID3
* xyz 0 1
C -1.6880 -0.1222 1.2035
C -1.5315 0.8696 0.0834
C -0.9075 -0.4909 -0.0218
C 0.5972 -0.6584 0.0107
C 1.2474 -0.3620 -1.3264
C 2.0675 1.0291 1.1016
O 1.0972 0.1726 1.1207
H -1.1272 0.0680 2.1124
H -2.6558 -0.5938 1.3477
H -2.3900 1.0926 -0.5433
H -0.8677 1.7116 0.2619
H -1.3836 -1.1943 -0.7029
H 0.8409 -1.6752 0.3357
H 2.2688 -0.7470 -1.3923
H 0.6627 -0.8402 -2.1160
H 2.5094 1.0285 0.0681
H 1.2602 0.7121 -1.5428
*
```

---

C3H14N2O2S | wB97M-V/def2-TZVPD

Results
**Kohn-Sham gap**: 9.416 eV
**Energy above the lowest of the compared OMol25 structures with the same formula, charge and spin**: 83.16 kJ/mol
**SMILES**: NC[C@@H](N)CS.O.O
**E_tot**: -780.8318 hartree

Structure (ORCA input):
```
! wB97M-V def2-TZVPD RIJCOSX def2/J DEFGRID3
* xyz 0 1
N -1.9761 -1.8078 -0.1579
C -0.8456 -0.9099 0.1272
C 0.3892 -1.0374 -0.7774
S 0.3371 -2.4668 -1.9503
C -1.4042 0.5601 0.2591
N -0.8772 1.2473 1.4603
H -1.7954 -2.7169 0.2368
H 1.1601 -3.3613 -1.3973
H -2.1862 -1.9085 -1.1403
H -0.6028 -1.2961 1.1425
H 1.3778 -1.0456 -0.3013
H 0.5358 -0.2175 -1.4864
H -0.9183 1.1275 -0.5489
H -2.4563 0.3631 0.1574
H -1.6025 1.1641 2.1613
H -0.0148 0.7881 1.7206
H 0.2168 3.6665 0.1780
H -1.2338 3.3633 0.2057
O -0.6272 4.0512 -0.0868
H 4.1157 0.0283 0.8546
H 4.4748 0.5187 -0.5889
O 3.9330 -0.1102 -0.0680
*
```

---

C6H9NS | wB97M-V/def2-TZVPD

Results
**Kohn-Sham gap**: 8.394 eV
**Energy above the lowest of the compared OMol25 structures with the same formula, charge and spin**: 45.02 kJ/mol
**SMILES**: CCC1=CC(=S)NC1
**E_tot**: -686.9457 hartree

Structure (ORCA input):
```
! wB97M-V def2-TZVPD RIJCOSX def2/J DEFGRID3
* xyz 0 1
C 2.1085 -0.0599 0.6857
C 1.3209 -0.8817 -0.3128
C -0.0956 -0.4065 -0.3287
C -1.2642 -1.1153 -0.2908
C -2.3519 -0.0915 -0.0164
C -0.4125 1.0848 -0.3669
H 2.2971 0.9919 0.3704
H 3.1174 -0.4923 0.7407
H 1.7351 -0.0524 1.7514
H 1.4164 -1.9005 0.0411
H 1.7314 -0.6897 -1.2889
H -1.4197 -2.1994 -0.3106
H -2.2833 1.9723 0.1674
H -0.3198 1.4934 -1.4013
H 0.2074 1.6364 0.3734
N -1.8155 1.1388 -0.0516
S -3.9715 -0.4284 0.2378
*
```

---

H6NaO11S2 | wB97M-V/def2-TZVPD

Results
**Kohn-Sham gap**: 2.674 eV
**Energy above the lowest of the compared OMol25 structures with the same formula, charge and spin**: 357.93 kJ/mol
**E_tot**: -1789.7779 hartree

Structure (ORCA input):
```
! wB97M-V def2-TZVPD RIJCOSX def2/J DEFGRID3
* xyz -3 1
Na 0.1250 -0.1731 -0.9468
S 0.8839 -3.0914 -5.6329
O -0.3474 -3.5169 -6.2863
O 2.1293 -3.6620 -6.1302
O 0.9748 -1.6391 -5.6952
O 0.8835 -3.5029 -4.2713
S 0.4604 0.8840 5.0411
O 0.4327 0.0022 6.1985
O 1.8327 1.3265 4.7736
O 0.0844 0.0722 3.8901
O -0.5088 1.9635 5.1472
O -4.1529 -1.4583 1.2055
H -3.4064 -1.1825 1.7375
H -4.7670 -0.7257 1.2556
O 4.3991 0.7947 0.4927
H 4.9353 1.5876 0.4912
H 4.2124 0.6330 1.4175
O -2.5132 3.6255 -1.0831
H -3.4317 3.5737 -0.8187
H -2.2262 4.4890 -0.7861
*
```

---

C2Cl2F4N2 | wB97M-V/def2-TZVPD

Results
**Kohn-Sham gap (spin up / spin down)**: 8.307 / 8.311 eV
**Energy above the lowest of the compared OMol25 structures with the same formula, charge and spin**: 165.31 kJ/mol
**E_tot**: -1505.3408 hartree

Structure (ORCA input):
```
! wB97M-V def2-TZVPD RIJCOSX def2/J DEFGRID3
* xyz 0 1
C 0.9569 0.0697 -0.5520
C 1.5881 0.5544 0.6057
N 0.5757 -0.3047 -1.5490
N -2.2328 -0.2259 -0.0968
F 1.7131 -0.5284 1.4713
F 0.7840 1.4713 1.2087
F 2.7623 1.0649 0.3907
F -3.1346 0.9959 -2.6474
Cl -3.0788 0.2978 1.2098
Cl -2.9987 -0.5668 -1.3862
*
```

---

C2H3N3O3 | wB97M-V/def2-TZVPD

Results
**Kohn-Sham gap**: 10.020 eV
**Energy above the lowest of the compared OMol25 structures with the same formula, charge and spin**: 304.86 kJ/mol
**SMILES**: [H]/N=c1/oc(=O)on1N
**E_tot**: -467.8482 hartree

Structure (ORCA input):
```
! wB97M-V def2-TZVPD RIJCOSX def2/J DEFGRID3
* xyz 0 1
C -0.8358 -1.3284 0.9566
C -0.8713 0.3419 -0.4819
H 1.4504 1.3393 0.9085
H 2.2889 0.4246 -0.0820
H -0.2247 1.3817 -2.1047
N 1.2900 0.7819 0.0723
N 0.4665 -0.1544 -0.2575
N -1.2605 1.0655 -1.6409
O 0.4430 -1.1559 0.6701
O -1.0874 -2.2711 1.6773
O -1.6592 -0.4250 0.2822
*
```

---

C2H7N3S | wB97M-V/def2-TZVPD

Results
**Kohn-Sham gap**: 8.971 eV
**Energy above the lowest of the compared OMol25 structures with the same formula, charge and spin**: 163.14 kJ/mol
**SMILES**: CN/N=C\NS
**E_tot**: -642.7905 hartree

Structure (ORCA input):
```
! wB97M-V def2-TZVPD RIJCOSX def2/J DEFGRID3
* xyz 0 1
C -0.8920 1.8653 1.0963
C -0.1610 -1.2940 -0.0620
H -0.7043 2.8920 0.7071
H -1.9302 1.6971 0.9602
H -0.6986 1.8299 2.1644
H 0.8847 1.0870 0.4749
H -0.3603 -2.3116 0.1790
H 0.8396 -0.2060 -1.5155
H 2.1629 -2.5846 -1.7204
N -0.0985 0.8792 0.3902
N -0.4081 -0.3964 0.8339
N 0.4682 -1.1001 -1.2666
S 0.8976 -2.3578 -2.2416
*
```

---

C20H12BCo2F3O7 | wB97M-V/def2-TZVPD

Results
**Kohn-Sham gap**: 1.891 eV
**Energy above the lowest of the compared OMol25 structures with the same formula, charge and spin**: 166.05 kJ/mol
**E_tot**: -4385.8867 hartree

Structure (ORCA input):
```
! wB97M-V def2-TZVPD RIJCOSX def2/J DEFGRID3
* xyz 0 1
C 1.5154 3.5192 3.0983
C 0.4997 2.9521 2.2258
C 0.1006 3.3173 0.9515
C -0.7727 2.2880 0.4909
C -0.8173 1.3015 1.4836
B -0.7843 -0.4139 1.5286
F -1.4057 -0.7836 0.3252
F 0.5960 -0.6100 1.4829
F -1.3860 -0.8448 2.7005
O -0.0659 1.7776 2.5596
H 1.6464 4.5787 2.8737
H 1.2278 3.4069 4.1481
H 2.4953 3.0330 2.9577
H 0.4417 4.1905 0.4086
H -1.2797 2.2697 -0.4750
O -5.4443 -6.0097 -0.6701
C -5.1076 -5.0110 -1.1351
Co -4.7826 -3.5663 -2.1717
C -4.2344 -4.6953 -3.5620
O -4.5484 -5.4790 -4.3664
C -6.5063 -3.4248 -2.5777
O -7.5918 -3.5499 -2.9559
C -3.6041 -2.2181 -2.3232
C -4.0937 -2.2744 -1.0578
C -3.9948 -1.8115 0.2133
C -4.7831 -2.5661 1.1864
C -6.0860 -2.1429 1.5286
C -6.9503 -3.0815 2.0755
C -6.5013 -4.3889 2.3687
C -5.1574 -4.7420 2.1338
C -4.3021 -3.8281 1.5631
Co -2.3464 -3.7258 -3.0056
C -0.9157 -2.7695 -2.6427
O 0.0926 -2.2934 -2.3489
C -1.5469 -4.5406 -4.3888
O -0.9776 -5.1305 -5.2004
C -1.9949 -4.8660 -1.7218
O -1.8285 -5.5832 -0.8274
H -3.6548 -1.2869 -2.9021
H -3.4220 -0.9415 0.5093
H -6.4064 -1.1259 1.2396
H -7.9877 -2.7981 2.2704
H -7.1818 -5.1248 2.7758
H -4.7682 -5.7261 2.3850
H -3.2592 -4.0576 1.2998
*
```

---

C37H29N5O4PPdS | wB97M-V/def2-TZVPD

Results
**Kohn-Sham gap**: 5.401 eV
**Energy above the lowest of the compared OMol25 structures with the same formula, charge and spin**: 140.49 kJ/mol
**E_tot**: -2868.6531 hartree

Structure (ORCA input):
```
! wB97M-V def2-TZVPD RIJCOSX def2/J DEFGRID3
* xyz 3 1
Pd 0.5151 0.1997 -0.3055
N -1.2783 -3.2508 0.9186
C -1.8186 -2.5942 2.0195
C -2.6655 -3.0537 3.0215
C -2.9516 -2.1655 4.0350
C -2.3775 -0.8820 4.0623
C -1.5350 -0.4329 3.0667
C -1.2885 -1.3004 2.0000
N -0.4562 -1.2045 0.8753
C -0.4770 -2.3966 0.2824
C 0.3419 -2.6331 -0.8886
C 0.7202 -3.7670 -1.5309
S 1.8221 -3.3902 -2.7781
C 1.7348 -1.7494 -2.3898
N 0.9208 -1.4874 -1.3942
H -1.4331 -4.2174 0.6732
H -3.0620 -4.0601 3.0148
H -3.6052 -2.4689 4.8411
H -2.5825 -0.2334 4.9032
H -1.0603 0.5335 3.1620
H 0.4432 -4.7894 -1.3254
H 2.3014 -0.9990 -2.9186
O -0.7221 2.6729 2.5396
C -0.7694 2.1296 1.4846
O 0.3401 1.8029 0.7997
C -2.0707 1.8007 0.7583
P -1.6598 1.0593 -0.8337
C -2.7435 -0.2698 -1.2920
C -2.3291 -1.2782 -2.1655
C -3.2384 -2.2361 -2.5804
C -4.5535 -2.1883 -2.1266
C -4.9666 -1.1828 -1.2618
C -4.0650 -0.2195 -0.8360
C -1.6137 2.3346 -2.0557
C -1.0218 3.5721 -1.7533
C -1.0853 4.5948 -2.6781
C -1.7203 4.3887 -3.9026
C -2.2941 3.1605 -4.2086
C -2.2407 2.1239 -3.2913
H -2.5851 2.7444 0.5592
H -2.7276 1.1725 1.3594
H -1.3081 -1.3014 -2.5415
H -2.9317 -3.0122 -3.2688
H -5.2626 -2.9358 -2.4566
H -5.9927 -1.1436 -0.9224
H -4.4031 0.5668 -0.1733
H -0.5218 3.7349 -0.8056
H -0.6533 5.5592 -2.4471
H -1.7768 5.1988 -4.6180
H -2.8000 3.0172 -5.1536
H -2.7089 1.1751 -3.5194
O 3.9914 -2.3018 6.3404
C 4.7853 -2.0528 5.2893
O 5.9387 -2.3535 5.2884
C 4.1605 -1.4003 4.0764
C 2.8122 -1.4836 3.7610
C 2.3360 -0.9225 2.5853
C 3.1994 -0.2433 1.7368
C 4.5587 -0.1615 2.0490
C 5.0303 -0.7475 3.2046
N 2.6689 0.3381 0.5490
C 3.2589 1.3056 -0.0221
C 2.7319 1.8147 -1.2830
C 3.4762 2.6483 -2.0990
C 3.0199 2.9328 -3.3784
C 1.8429 2.3449 -3.8159
C 1.1231 1.5564 -2.9377
N 1.5370 1.3330 -1.6845
H 3.1404 -1.8508 6.2813
H 2.1207 -2.0168 4.4021
H 1.2875 -0.9933 2.3439
H 5.2678 0.3133 1.3840
H 6.0840 -0.7270 3.4488
H 4.1716 1.7544 0.3610
H 4.4194 3.0385 -1.7401
H 3.5920 3.5776 -4.0326
H 1.4713 2.4967 -4.8196
H 0.1909 1.1016 -3.2422
*
```

---

CH12LiO9 | wB97M-V/def2-TZVPD

Results
**Kohn-Sham gap**: 5.757 eV
**Energy above the lowest of the compared OMol25 structures with the same formula, charge and spin**: 0.00 kJ/mol
**E_tot**: -730.1413 hartree

Structure (ORCA input):
```
! wB97M-V def2-TZVPD RIJCOSX def2/J DEFGRID3
* xyz -1 1
Li 0.0958 0.1760 -0.1558
C 1.5549 1.3793 1.0830
O 1.5503 1.4622 -0.3024
O 2.6585 1.7441 1.7193
O 0.4370 1.0795 1.5321
O 0.3131 -1.8137 0.2853
H 0.7309 -2.4202 -0.3834
H 1.0428 -1.7394 0.9381
O -2.7965 -1.5877 -0.9022
H -2.5564 -0.6504 -0.7863
H -3.6982 -1.6172 -0.6987
O -1.8200 0.8110 -0.3407
H -1.8794 1.4582 -1.0456
H -2.4631 1.1749 0.2532
O -1.7669 0.8539 2.8614
H -1.7676 -0.0816 2.6894
H -1.0727 1.1214 2.2354
O 0.2475 -0.5655 -2.2183
H -0.1483 -0.0516 -2.8923
H 1.2587 -0.4901 -2.2349
O 3.4667 -0.1642 -0.9167
H 3.6101 -0.6764 -0.1501
H 3.0027 0.5975 -0.5696
*
```

---

C37H34As2IN4O8Zr | wB97M-V/def2-TZVPD

Results
**Kohn-Sham gap**: 5.589 eV
**E_tot**: -7066.7407 hartree

Structure (ORCA input):
```
! wB97M-V def2-TZVPD RIJCOSX def2/J DEFGRID3
* xyz 3 1
Zr 0.2644 0.1604 -0.5292
C 1.0130 4.7044 -0.6062
C 1.1542 3.3371 -0.8165
N 0.4380 2.4125 -0.1787
C -0.4563 2.8394 0.7816
C -0.6896 4.2046 1.0245
C 0.0734 5.1388 0.2980
C -1.6613 4.5805 1.9847
C -2.3515 3.6132 2.6556
C -2.0954 2.2421 2.4212
C -1.1448 1.8475 1.5150
N -0.8097 0.5234 1.1591
C -0.9428 -0.5777 2.0387
C -1.0299 -0.5125 3.4051
C -1.1724 -1.6844 4.1830
C -1.2082 -2.9149 3.5951
C -1.0475 -3.0172 2.1917
C -1.0183 -4.2566 1.5167
C -0.7927 -4.2971 0.1656
C -0.5649 -3.1017 -0.5153
N -0.5992 -1.9043 0.0674
C -0.8915 -1.8538 1.4190
H 1.6313 5.3959 -1.1599
H 1.8922 2.9822 -1.5258
H -0.0786 6.1981 0.4676
H -1.8446 5.6303 2.1713
H -3.1056 3.8874 3.3804
H -2.6763 1.5036 2.9568
H -1.0008 0.4459 3.9044
H -1.2667 -1.5907 5.2563
H -1.3428 -3.8146 4.1804
H -1.1670 -5.1715 2.0781
H -0.7656 -5.2292 -0.3802
H -0.3265 -3.1246 -1.5692
I 3.6506 2.3515 3.8668
C 3.0399 0.6361 2.8987
C 3.2515 -0.6319 3.4323
C 2.8217 -1.7396 2.7178
C 2.1566 -1.5563 1.5234
N 1.9348 -0.3364 0.9992
C 2.4077 0.7318 1.6737
H 3.7504 -0.7542 4.3851
H 2.9886 -2.7418 3.0873
H 1.7969 -2.4066 0.9582
H 2.2641 1.7021 1.2205
C -3.1572 1.2771 -0.8821
O -1.8941 0.7864 -1.4492
C -1.3457 1.5603 -2.4595
O -1.7433 2.6260 -2.7862
C -0.0747 0.8328 -2.7795
C 1.0212 1.4610 -3.3029
As 0.6199 2.5880 -4.9214
C 2.4102 3.2464 -5.2974
C 0.6903 0.6597 -5.6287
C 0.3655 -0.5534 -5.1864
As -0.1241 -1.0834 -3.3543
C -2.0299 -1.3452 -3.6296
C 0.1430 -1.7493 -6.1056
O -0.9681 -1.9773 -6.4845
O 1.1581 -2.5670 -6.3512
C 2.4941 -2.2359 -5.9315
C 0.8784 0.9825 -7.0937
O 0.7225 2.1386 -7.4242
O 1.0892 -0.0379 -7.8772
C 1.1141 0.2258 -9.3205
C 2.3482 0.7487 -3.0705
O 3.2787 0.6979 -3.7951
O 2.3433 0.1592 -1.7981
C 3.5020 -0.7115 -1.5186
H -3.3484 0.6466 -0.0217
H -3.9230 1.1589 -1.6433
H -3.0456 2.3213 -0.6061
H 2.6924 3.8996 -4.4699
H 2.3254 3.8437 -6.2017
H 3.1535 2.4676 -5.4245
H -2.4802 -0.4675 -4.0891
H -2.5038 -1.5916 -2.6820
H -2.1171 -2.1802 -4.3246
H 3.0821 -3.1251 -6.1313
H 2.5280 -2.0140 -4.8630
H 2.8744 -1.3960 -6.5067
H 1.5941 -0.6434 -9.7534
H 1.6745 1.1348 -9.5126
H 0.0877 0.3201 -9.6630
H 3.1282 -1.7308 -1.4543
H 3.9345 -0.3851 -0.5812
H 4.2173 -0.6091 -2.3259
*
```

---

C52H43ClN3O4PtS3 | wB97M-V/def2-TZVPD

Results
**Kohn-Sham gap**: 6.837 eV
**Energy above the lowest of the compared OMol25 structures with the same formula, charge and spin**: 0.00 kJ/mol
**E_tot**: -4246.4012 hartree

Structure (ORCA input):
```
! wB97M-V def2-TZVPD RIJCOSX def2/J DEFGRID3
* xyz 1 1
Pt 0.1624 -0.6844 0.0287
C -3.4386 6.6031 4.6690
C -2.7354 5.4616 3.9907
C -3.4505 4.4727 3.3248
C -2.7965 3.4122 2.7103
C -1.4150 3.3465 2.7732
C -0.6738 4.3273 3.4211
C -1.3403 5.3771 4.0228
S -0.5637 1.9893 1.9899
O 0.7161 2.5436 1.4754
C -0.2357 0.9479 3.4118
C -1.3848 0.3720 4.0112
C -1.2440 -0.5221 5.0257
C 0.0469 -0.9498 5.4337
C 0.2112 -1.9519 6.4188
C 1.4608 -2.3635 6.7868
C 2.6013 -1.7856 6.1919
C 2.4730 -0.8066 5.2476
C 1.1913 -0.3678 4.8383
C 1.0311 0.6467 3.8377
C 2.2274 1.4652 3.4654
C 2.5913 2.4903 4.3909
C 1.8192 2.7738 5.5503
C 2.1818 3.7762 6.4021
C 3.3363 4.5504 6.1520
C 4.0954 4.3049 5.0469
C 3.7409 3.2753 4.1398
C 4.5154 3.0154 2.9871
C 4.1507 2.0449 2.1048
C 2.9871 1.2820 2.3404
S 2.5372 -0.0482 1.2128
O 3.0559 -1.2951 1.8150
C 3.5221 0.3880 -0.1990
C 3.2561 1.5638 -0.8854
C 4.0214 1.8657 -1.9973
C 5.0193 0.9999 -2.4437
C 5.8463 1.3350 -3.6538
C 5.2433 -0.1818 -1.7430
C 4.5024 -0.4952 -0.6125
H -4.4917 6.6402 4.3966
H -2.9817 7.5565 4.4040
H -3.3748 6.5009 5.7537
H -4.5300 4.5375 3.2727
H -3.3585 2.6558 2.1736
H 0.4080 4.2686 3.4288
H -0.7728 6.1513 4.5254
H -2.3693 0.6773 3.6779
H -2.1165 -0.9352 5.5179
H -0.6705 -2.3825 6.8787
H 1.5799 -3.1315 7.5394
H 3.5860 -2.1224 6.4867
H 3.3520 -0.3758 4.7874
H 0.9264 2.1979 5.7558
H 1.5800 3.9818 7.2776
H 3.6143 5.3365 6.8412
H 4.9809 4.8934 4.8418
H 5.4079 3.6020 2.8087
H 4.7584 1.8589 1.2333
H 2.4641 2.2280 -0.5528
H 3.8404 2.7879 -2.5340
H 5.5115 2.2607 -4.1189
H 5.7897 0.5394 -4.3977
H 6.8964 1.4547 -3.3839
H 6.0172 -0.8624 -2.0780
H 4.6805 -1.4016 -0.0475
Cl -2.7397 -0.7155 0.9494
C -1.6898 -1.4044 -0.3208
H -2.1184 -1.2047 -1.2933
H -1.6634 -2.4780 -0.1518
C 0.2554 -2.0869 -3.8732
O -0.1439 -1.7708 -2.5187
C 0.5250 -0.7777 -1.9320
O 1.3741 -0.1232 -2.4611
H -0.0699 -3.1082 -4.0397
H 1.3334 -1.9977 -3.9776
H -0.2421 -1.4110 -4.5666
N -0.5614 -2.6580 2.7615
C 0.3544 -3.1973 1.9420
N 0.7747 -2.6452 0.8353
C 1.7327 -3.4511 0.2006
C 2.4591 -3.1412 -0.9423
C 3.3701 -4.0629 -1.4281
C 3.5750 -5.2840 -0.7890
C 2.8801 -5.5925 0.3667
C 1.9724 -4.6627 0.8491
S 1.0160 -4.7624 2.3010
H -0.8241 -1.6869 2.6723
H -0.7110 -3.0673 3.6677
H 2.3567 -2.1823 -1.4284
H 3.9427 -3.8208 -2.3140
H 4.2916 -5.9888 -1.1872
H 3.0492 -6.5266 0.8849
C -1.1562 1.1901 -1.3119
C -0.4395 2.3766 -1.7309
C -0.4219 3.5312 -0.9422
C 0.3325 4.6282 -1.3019
C 1.0664 4.5945 -2.4847
C 0.9941 3.4905 -3.3296
C 0.2395 2.3982 -2.9553
C 1.9157 5.7023 -2.8365
N 2.6173 6.5688 -3.1126
H -1.3612 0.4442 -2.0611
H -1.8011 1.2237 -0.4471
H -1.0138 3.5733 -0.0430
H 0.3632 5.5064 -0.6721
H 1.5333 3.4948 -4.2667
H 0.1899 1.5401 -3.6062
*
```

---

- Which of these has the highest E_tot?
  C6H10O

---

- Among the records above, which one has the lowest E_tot?
  C37H34As2IN4O8Zr

---

- Among the records above, which one has the highest E_tot?
  C6H10O

---

- What is the E_tot in the sixth record?
  -467.8482 hartree